Here is C37H36Cl2HgN10O2PS2 as an isolated structure in a non-equilibrium geometry from the Open Molecules 2025 dataset. Energies are from ωB97M-V with the def2-TZVPD basis set.

Positions of all 91 atoms, in Å:
1 Hg -1.0306 0.0124 1.2546
2 Cl -1.1317 6.6165 4.5103
3 C -0.7539 5.1837 3.6008
4 C -1.7060 4.1657 3.4696
5 C -1.3180 2.9188 2.9294
6 N -2.0652 1.7654 2.9379
7 C -3.2910 1.6475 3.4617
8 O -4.0463 2.5185 4.0119
9 C -3.8787 0.2312 3.3269
10 C -5.2550 0.0977 3.3131
11 C -5.8202 -1.1481 3.2457
12 C -4.9503 -2.2373 3.2459
13 C -3.6127 -2.0219 3.2679
14 N -3.0335 -0.8316 3.3066
15 C 0.0534 2.7466 2.5041
16 C 0.9186 3.8485 2.4869
17 C 0.4894 5.0842 2.9923
18 Cl 1.7000 6.3442 2.9986
19 N 0.4541 1.4863 2.0677
20 C 1.7372 1.1330 2.2734
21 O 2.6757 1.8228 2.6784
22 C 2.0260 -0.3049 2.0306
23 C 3.2542 -0.8589 2.3298
24 C 3.4400 -2.2359 2.2551
25 C 2.3550 -3.0279 1.8316
26 C 1.1653 -2.4311 1.6053
27 N 0.9709 -1.0868 1.5574
28 H -2.7075 4.3219 3.8311
29 H -5.8493 1.0086 3.3071
30 H -6.9085 -1.2740 3.1317
31 H -5.3283 -3.2754 3.1889
32 H -2.9540 -2.8432 3.2086
33 H 1.8530 3.7568 1.9501
34 H 3.9545 -0.1144 2.7418
35 H 4.3975 -2.7362 2.4703
36 H 2.5395 -4.1311 1.8297
37 H 0.2608 -3.0601 1.4966
38 S -3.9456 0.7581 -2.1561
39 C -4.5277 -0.6248 -1.2960
40 C -3.8029 -0.8133 -0.1731
41 C -2.6814 0.0600 -0.0199
42 C -2.7091 1.0407 -0.9533
43 C -1.6192 2.0845 -1.1304
44 C -1.6936 3.1828 -0.2838
45 C -0.6004 4.0644 -0.2364
46 C 0.5374 3.6760 -0.9153
47 C 0.5228 2.5048 -1.6845
48 N -0.5082 1.7205 -1.8465
49 H -5.4156 -1.1693 -1.5857
50 H -4.0575 -1.6460 0.4502
51 H -2.5854 3.3649 0.2594
52 H -0.6685 4.9283 0.4010
53 H 1.5024 4.1930 -0.8828
54 H 1.4153 2.2242 -2.2292
55 C -0.2835 -4.0636 -4.0922
56 N -0.9530 -2.7988 -3.9856
57 C 0.0356 -1.7126 -4.0339
58 N 1.0451 -1.7935 -2.9785
59 C 1.6439 -3.1415 -2.9937
60 N 0.7188 -4.2910 -3.0395
61 C -0.0330 -4.2584 -1.7794
62 P -0.9617 -2.7855 -1.2600
63 C -1.8767 -2.6771 -2.8693
64 C 0.3608 -1.5768 -1.6486
65 H 0.1854 -4.1306 -5.0811
66 H -1.0306 -4.8433 -3.9343
67 H -0.4884 -0.7745 -3.9797
68 H 0.5125 -1.8448 -4.9983
69 H 2.2314 -3.2111 -2.0649
70 H 2.2393 -3.2148 -3.8830
71 H 0.6654 -4.6091 -0.9693
72 H -0.8029 -5.0603 -1.7900
73 H -2.4362 -1.7580 -2.9292
74 H -2.5923 -3.4911 -3.0131
75 H 1.0287 -1.5699 -0.7942
76 H -0.1445 -0.5942 -1.7202
77 C 4.4836 2.7088 -1.3804
78 N 4.2783 1.3457 -1.6711
79 C 4.6662 0.3220 -0.6900
80 C 3.9067 -0.8675 -1.2811
81 N 3.9880 -0.5317 -2.6920
82 C 3.9193 0.8083 -2.8433
83 S 3.4793 1.7144 -4.1917
84 H 5.5602 2.9491 -1.3077
85 H 3.9965 2.9109 -0.4482
86 H 4.0401 3.2864 -2.2465
87 H 4.3824 0.5690 0.2866
88 H 5.7488 0.1057 -0.6986
89 H 2.9032 -0.7796 -0.9180
90 H 4.3081 -1.8665 -1.0990
91 H 3.5077 -1.1146 -3.3483

The calculation puts the HOMO-LUMO gap (spin up / spin down) at 3.78 / 5.82 eV. As for the spin multiplicity: 2. Its net charge is -2. As for the HOMO energy (spin up / spin down): 0.22 / -1.82 eV. The calculation puts the energy above the lowest of the compared OMol25 structures with the same formula, charge and spin at 0.0 kJ/mol.



Here is C37H36F5GeN3NaO4S as an isolated structure in a non-equilibrium geometry from the Open Molecules 2025 dataset. Energies are from ωB97M-V with the def2-TZVPD basis set.

Positions of all 88 atoms, in Å:
1 Na 0.5518 0.0961 1.2675
2 C -1.8782 0.3179 5.7076
3 C -1.1997 -0.9114 6.3146
4 N -1.1339 -2.0401 5.4018
5 C -2.1641 -3.0576 5.4773
6 C -3.4631 -2.7197 4.7420
7 C -0.2953 -2.0051 4.3086
8 S 1.0892 -1.0467 4.3167
9 N -0.5940 -2.8812 3.3411
10 C -0.7331 -2.5556 2.0762
11 O -0.8027 -1.3868 1.6273
12 C -0.9222 -3.7104 1.1306
13 C -1.3996 -4.9408 1.5723
14 C -1.5889 -5.9812 0.6761
15 C -1.2960 -5.8015 -0.6701
16 C -0.8258 -4.5745 -1.1155
17 C -0.6436 -3.5312 -0.2212
18 H -1.7929 1.1685 6.3869
19 H -2.9331 0.1297 5.5043
20 H -1.3914 0.5782 4.7682
21 H -1.7420 -1.2382 7.2069
22 H -0.1795 -0.6501 6.5937
23 H -2.3641 -3.2463 6.5371
24 H -1.7469 -3.9624 5.0359
25 H -4.0181 -1.9276 5.2465
26 H -4.1026 -3.6035 4.6809
27 H -3.2227 -2.3957 3.7300
28 H -1.6215 -5.0640 2.6237
29 H -1.9686 -6.9360 1.0220
30 H -1.4354 -6.6174 -1.3700
31 H -0.6050 -4.4254 -2.1654
32 H -0.2830 -2.5676 -0.5605
33 O 4.1934 -0.2560 -0.7854
34 C 3.2832 0.0679 -0.0201
35 O 2.0799 -0.3451 -0.0248
36 C 3.6166 1.1118 1.0418
37 C 4.9190 1.5950 1.1371
38 C 5.1880 2.6401 2.0010
39 C 4.1449 3.1600 2.7564
40 C 2.8891 2.5882 2.6227
41 N 2.6239 1.5879 1.7902
42 H 5.6751 1.1433 0.5114
43 H 6.1897 3.0464 2.0795
44 H 4.2963 3.9952 3.4276
45 H 2.0471 2.9564 3.1993
46 C 2.2019 -1.5745 -3.0988
47 Ge 0.9992 -0.1380 -2.3451
48 C 2.0797 1.4858 -2.8650
49 C 2.5339 2.4326 -1.9540
50 C 3.3970 3.4494 -2.3382
51 C 3.7971 3.5537 -3.6627
52 C 3.3139 2.6467 -4.5959
53 C 2.4673 1.6218 -4.1962
54 C -0.5136 -0.1036 -3.7222
55 C -0.8590 -1.2984 -4.3087
56 C -1.9794 -1.4207 -5.1508
57 C -2.7746 -0.3386 -5.4076
58 C -2.5038 0.9025 -4.7862
59 C -3.3494 2.0214 -4.9690
60 C -3.1171 3.1956 -4.3072
61 C -2.0187 3.3054 -3.4352
62 C -1.1736 2.2463 -3.2546
63 C -1.3786 1.0139 -3.9185
64 H 2.2788 -1.4723 -4.1842
65 H 1.8648 -2.5833 -2.8528
66 H 3.1763 -1.4057 -2.6464
67 H 2.1996 2.3815 -0.9255
68 H 3.7572 4.1595 -1.6021
69 H 4.4823 4.3375 -3.9667
70 H 3.6038 2.7349 -5.6379
71 H 2.0953 0.9176 -4.9344
72 H -0.2444 -2.1749 -4.1256
73 H -2.2120 -2.3816 -5.5984
74 H -3.6370 -0.4292 -6.0603
75 H -4.2048 1.9255 -5.6310
76 H -3.7903 4.0358 -4.4334
77 H -1.8479 4.2264 -2.8931
78 H -0.3478 2.3330 -2.5633
79 F -0.2029 2.3383 -0.0080
80 C -1.4642 2.7438 0.5257
81 F -1.5334 1.9468 1.7040
82 C -1.1693 4.1249 1.0525
83 F -2.2501 4.6409 1.6917
84 F -0.8871 4.9744 0.0326
85 F -0.1324 4.2814 1.9416
86 O -1.7480 -0.3456 -0.8404
87 H -1.5164 -0.7249 0.0242
88 H -1.8327 0.6110 -0.6830

The calculation puts the HOMO-LUMO gap (spin up / spin down) at 5.46 / 5.93 eV. As for the spin multiplicity: 2. Its net charge is -2. As for the HOMO energy (spin up / spin down): -1.65 / -2.11 eV. The calculation puts the energy above the lowest of the compared OMol25 structures with the same formula, charge and spin at 102.3 kJ/mol.



Here is C37H37AlF5N4O4Se as an isolated structure from the Open Molecules 2025 dataset. Energies are from ωB97M-V with the def2-TZVPD basis set.

Positions of all 89 atoms, in Å:
1 Al -0.1504 1.2060 0.5002
2 C -3.0806 -2.4825 1.3191
3 C -2.7109 -1.1843 2.0489
4 C -3.7328 -0.8250 3.1223
5 C -3.2791 0.5019 0.2157
6 C -4.3343 -0.2780 -0.5462
7 C -4.7543 0.2108 -1.8577
8 C -4.3334 1.4010 -2.3001
9 C -3.3200 2.1877 -1.6081
10 C -2.8494 3.4655 -2.2723
11 C -3.9615 4.5156 -2.2637
12 C -2.3327 3.2123 -3.6924
13 C -2.7751 1.7326 -0.4685
14 N -1.6503 2.3428 0.1518
15 C -1.7805 3.5107 0.8195
16 O -2.7406 4.2541 0.9212
17 C -0.4465 3.8678 1.4607
18 C -0.0472 5.0902 1.9570
19 C 1.2990 5.2446 2.2881
20 C 2.2162 4.2260 2.0438
21 C 1.7251 3.0349 1.5456
22 N 0.4274 2.8771 1.3601
23 C 2.5246 1.8806 0.9654
24 O 3.7395 1.9568 0.9402
25 N 1.7104 0.9162 0.4648
26 C 2.3433 -0.1920 -0.1959
27 C 3.1123 -1.1196 0.5046
28 C 3.7775 -2.0928 -0.2344
29 C 3.6512 -2.1833 -1.6069
30 C 2.7929 -1.3211 -2.2648
31 C 2.1121 -0.3339 -1.5668
32 C 1.1147 0.5369 -2.3177
33 C 1.8174 1.6409 -3.1065
34 C 0.1736 -0.2996 -3.1857
35 C 3.2306 -1.2470 2.0195
36 C 4.5695 -0.7054 2.5322
37 C 2.0606 -0.7170 2.8523
38 H -2.6934 -3.3370 1.8737
39 H -2.6193 -2.5286 0.3338
40 H -4.1659 -2.5947 1.2337
41 H -1.7553 -1.3601 2.5430
42 H -4.7209 -0.6571 2.6979
43 H -3.4319 0.0761 3.6595
44 H -3.7961 -1.6524 3.8330
45 H -4.4472 -1.3307 -0.3404
46 H -5.3811 -0.4240 -2.4727
47 H -4.6880 1.7671 -3.2567
48 H -2.0157 3.8564 -1.6890
49 H -4.8499 4.1459 -2.7829
50 H -3.6337 5.4300 -2.7644
51 H -4.2391 4.7574 -1.2376
52 H -3.1397 2.9433 -4.3770
53 H -1.6013 2.4013 -3.7024
54 H -1.8503 4.1103 -4.0843
55 H -0.7658 5.8925 2.0430
56 H 1.6455 6.1898 2.6867
57 H 3.2799 4.3419 2.1930
58 H 4.3711 -2.8288 0.2983
59 H 4.1704 -2.9600 -2.1539
60 H 2.6336 -1.4377 -3.3294
61 H 0.4616 1.0498 -1.5926
62 H 2.4804 1.1914 -3.8492
63 H 2.4296 2.2629 -2.4499
64 H 1.0966 2.2777 -3.6266
65 H 0.7136 -0.7707 -4.0078
66 H -0.6091 0.3301 -3.6155
67 H -0.2901 -1.0884 -2.5903
68 H 3.2374 -2.3281 2.1838
69 H 4.6720 0.3572 2.3068
70 H 5.4062 -1.2295 2.0660
71 H 4.6394 -0.8452 3.6146
72 H 2.1594 0.3521 3.0671
73 H 2.0409 -1.2407 3.8102
74 H 1.1088 -0.9092 2.3551
75 F 3.7477 -8.0446 1.0957
76 C 2.9877 -6.9504 0.8933
77 C 2.6144 -6.5771 -0.3823
78 F 3.0240 -7.3179 -1.4302
79 C 1.8334 -5.4536 -0.5776
80 F 1.5182 -5.1648 -1.8517
81 C 1.3769 -4.6419 0.4650
82 Se 0.3319 -3.0968 0.1876
83 C 1.7920 -5.0537 1.7360
84 F 1.4429 -4.3523 2.8299
85 C 2.5689 -6.1757 1.9568
86 F 2.9286 -6.5263 3.2069
87 O -4.6336 0.5560 0.5952
88 N -2.3982 -0.0258 1.2036
89 O -1.1055 -0.2168 0.6501

The calculation puts the HOMO-LUMO gap at 4.72 eV. Its net charge is -1. As for the HOMO energy: -3.52 eV. The calculation puts the energy above the lowest of the compared OMol25 structures with the same formula, charge and spin at 0.0 kJ/mol.